(1)
DFT (ωB97M-V/def2-TZVPD) results for a cluster of 3 separate species, C49H48BBrClI2O8 in total.

Its electronic energy is -167410.1909 eV. For the LUMO energy, the calculation gives -0.17 eV. Its HOMO-LUMO gap is 4.90 eV. As for the total charge: -1.

Last column: Löwdin charge in e.
Geometry (Å):
C -11.36206 2.89310 0.57954  0.03
C -10.13564 3.15166 0.99293  -0.12
C -8.74896 3.66240 1.63853  -0.21
C -7.55253 2.63525 1.27081  -0.23
C -7.39168 2.52684 -0.33294  -0.10
B -5.95176 1.87470 -0.83793  -0.86
C -5.55384 2.87530 -2.09658  -0.11
C -6.24817 2.48765 -3.50426  -0.28
C -7.77873 2.99646 -3.65996  -0.58
Br -8.30891 2.93778 -5.60750  0.47
O -4.86469 1.92700 0.19485  -0.03
C -4.34637 0.59881 0.54262  -0.34
C -5.27320 0.20803 1.85283  -0.02
C -4.52018 -0.73861 2.91361  -0.57
O -3.80563 -0.25523 3.86646  -0.06
Cl -4.63348 -2.60362 2.92208  0.56
O -3.01032 0.57967 1.10925  -0.15
C -2.70448 1.89636 1.69095  -0.19
C -1.35311 1.77802 2.60100  -0.17
C -0.95290 3.15691 3.34850  -0.25
C -2.12986 3.80659 4.24970  -0.14
C -4.65516 -0.17862 -0.85072  -0.34
C -4.56835 -1.75498 -0.48792  -0.18
C -6.00283 -2.45115 -0.18862  -0.15
C -3.67906 0.02115 -2.11829  -0.51
I -1.73068 1.06721 -2.02722  0.85
C -4.00208 -0.50917 -3.43521  -0.67
C -3.01114 -0.34999 -4.72191  -0.24
I -5.85352 -1.63600 -3.84618  0.86
O -5.98105 0.40146 -1.10746  -0.04
H -12.47920 2.93542 0.28244  0.03
H -8.46254 4.69605 1.19181  0.12
H -8.79568 3.70873 2.79964  0.11
H -7.76829 1.55739 1.65461  0.11
H -6.60235 3.03122 1.80506  0.11
H -7.55758 3.60609 -0.74901  0.10
H -8.24461 1.88255 -0.78742  0.11
H -5.71031 3.99416 -1.88008  0.10
H -4.40228 2.73648 -2.25431  0.07
H -6.18794 1.36950 -3.75844  0.05
H -5.64423 3.04416 -4.33400  0.10
H -8.45531 2.23632 -3.09599  0.07
H -7.98183 4.02685 -3.18774  0.07
H -6.32080 -0.16566 1.56123  0.12
H -5.44171 1.22617 2.39539  0.13
H -3.52525 2.28656 2.39482  0.11
H -2.51731 2.70926 0.90021  0.12
H -0.52424 1.42253 1.86015  0.11
H -1.43325 0.95843 3.41275  0.11
H -0.04515 2.90901 4.03788  0.09
H -0.68575 3.92549 2.52951  0.11
H -2.59748 4.66468 3.61302  0.08
H -2.98649 3.06468 4.46754  0.07
H -1.76937 4.20481 5.28054  0.07
H -4.12031 -2.33818 -1.39488  0.09
H -3.79903 -1.86550 0.36077  0.10
H -6.44536 -2.19765 0.83968  0.03
H -5.85177 -3.60817 -0.24011  0.08
H -6.74322 -2.11855 -1.00245  0.03
H -2.61967 0.71957 -4.86235  0.04
H -2.16965 -1.15573 -4.70788  0.08
H -3.63294 -0.59150 -5.68065  0.05
C 5.40093 0.92977 -0.28756  -0.05
C 6.58940 0.33872 0.13735  -0.06
C 6.76538 0.01472 1.47934  0.01
C 5.75602 0.29262 2.40347  -0.09
C 4.57645 0.90649 1.98176  -0.08
C 4.39553 1.21449 0.63152  0.01
C 3.51962 1.25115 2.95850  -0.28
O 2.48691 1.78436 2.58998  0.11
C 3.73852 0.94698 4.38971  -0.08
C 2.77498 1.31838 5.33027  0.01
C 2.96642 1.02436 6.67741  -0.06
C 4.11510 0.35088 7.08851  -0.06
C 5.07978 -0.01579 6.15508  0.00
C 4.89708 0.29069 4.80442  -0.09
C 5.94479 -0.07168 3.82487  -0.28
O 6.95371 -0.65796 4.18475  0.09
H 5.26035 1.17400 -1.33639  0.11
H 7.37836 0.12821 -0.57836  0.10
H 7.69191 -0.45063 1.80329  0.12
H 3.47382 1.68019 0.29460  0.12
H 1.87547 1.84080 5.01682  0.11
H 2.21831 1.31868 7.40755  0.11
H 4.26073 0.11525 8.13863  0.11
H 5.97516 -0.53630 6.48271  0.12
C 4.90679 -5.22767 -3.87386  -0.05
C 4.75316 -4.25258 -2.89017  -0.05
C 5.86528 -3.57108 -2.40495  0.01
C 7.13780 -3.87224 -2.89475  -0.08
C 7.29418 -4.86541 -3.86179  -0.09
C 6.17419 -5.53539 -4.35950  0.00
C 8.64217 -5.22817 -4.35290  -0.28
O 8.77987 -6.09423 -5.20139  0.10
C 9.82125 -4.53102 -3.79328  -0.08
C 11.10344 -4.90231 -4.20465  0.00
C 12.21773 -4.24281 -3.69328  -0.06
C 12.05537 -3.20517 -2.77742  -0.06
C 10.77991 -2.83626 -2.36110  0.00
C 9.66072 -3.50584 -2.86163  -0.08
C 8.31141 -3.13011 -2.38587  -0.27
O 8.16805 -2.22432 -1.58030  0.09
H 4.03759 -5.75268 -4.25868  0.11
H 3.76537 -4.02188 -2.50267  0.11
H 5.73815 -2.80834 -1.64176  0.12
H 6.28753 -6.30029 -5.12226  0.12
H 11.23767 -5.70816 -4.92070  0.12
H 13.21391 -4.53665 -4.01061  0.11
H 12.92446 -2.68610 -2.38416  0.11
H 10.66046 -2.02980 -1.64324  0.12



(2)
DFT (ωB97M-V/def2-TZVPD) results for a structure of composition C49H49N4OReSSbTe.

Its electronic energy is -86386.1202 eV. For the LUMO energy (spin up / spin down), the calculation gives -8.70 / -9.80 eV. As for the expectation value of S²: 2.036. Its HOMO-LUMO gap (spin up / spin down) is 6.59 / 5.65 eV. As for the total charge: +3. The value obtained for the energy relative to the best compared isomer or geometry (same formula, charge and spin) is 16.6 kcal per mole. The spin multiplicity is 3.

Last column: Löwdin charge in e.
Geometry (Å):
Re -0.08146 -0.11449 -0.33789  1.16
C -3.95362 1.73192 -4.11300  -0.03
C -2.56717 1.80178 -4.13515  -0.05
C -1.83651 1.54544 -2.99159  -0.04
C -2.49117 1.20216 -1.80547  -0.27
C -3.89267 1.14081 -1.78732  -0.02
C -4.61271 1.41200 -2.93254  -0.04
N -1.78611 0.98156 -0.60429  -0.14
N -2.38613 1.47139 0.42940  0.12
C -1.79497 1.23405 1.60524  -0.29
C -2.30606 1.72061 2.81947  0.06
C -1.64137 1.42832 3.98666  0.01
C -0.47890 0.65173 3.92602  0.00
C -0.02324 0.20069 2.70634  -0.15
N -0.65363 0.48067 1.56084  -0.08
H -4.51589 1.94674 -5.00839  0.12
H -2.05793 2.08017 -5.04359  0.12
H -0.76542 1.69202 -3.00348  0.08
H -4.39420 0.89573 -0.86330  0.11
H -5.69140 1.37625 -2.90785  0.12
H -3.20563 2.31092 2.78373  0.14
H -2.00479 1.78575 4.93779  0.13
H 0.07306 0.41896 4.82123  0.13
H 0.89282 -0.37635 2.62480  0.08
S 2.20676 0.27377 0.13319  0.15
Sb 3.24038 -0.00089 -1.96095  1.44
C 5.10539 -1.01843 -1.71621  -0.37
C 5.67075 -1.62210 -2.82839  -0.14
C 6.84350 -2.34147 -2.67313  -0.05
C 7.44509 -2.43286 -1.42858  -0.04
C 6.88521 -1.79633 -0.33291  -0.05
C 5.70267 -1.08635 -0.46885  -0.13
C 3.31854 2.00202 -2.76989  -0.35
C 2.27610 2.88205 -2.53516  -0.14
C 2.40571 4.19725 -2.94927  -0.05
C 3.56976 4.62110 -3.57102  -0.03
C 4.61179 3.73105 -3.77544  -0.04
C 4.49291 2.40885 -3.37659  -0.11
C 1.89028 -1.50426 -2.73460  -0.35
C 2.36681 -2.77232 -3.00597  -0.11
C 1.49119 -3.75224 -3.44599  -0.03
C 0.15097 -3.45609 -3.62807  -0.03
C -0.32834 -2.18827 -3.34132  -0.05
C 0.53873 -1.20810 -2.86973  -0.22
H 5.21931 -1.52718 -3.80770  0.11
H 7.28354 -2.83045 -3.52645  0.12
H 8.35667 -2.99692 -1.31443  0.12
H 7.36615 -1.84749 0.63110  0.12
H 5.25849 -0.58551 0.38397  0.09
H 1.37725 2.56311 -2.01480  0.07
H 1.60354 4.89246 -2.76293  0.12
H 3.66795 5.64798 -3.88881  0.12
H 5.53191 4.06577 -4.22765  0.12
H 5.30782 1.71510 -3.53535  0.10
H 3.42026 -2.99035 -2.90315  0.09
H 1.86626 -4.73814 -3.66771  0.12
H -0.51053 -4.21059 -4.02093  0.12
H -1.36413 -1.93970 -3.51249  0.12
H 0.17563 -0.17830 -2.79240  0.05
C -3.13032 -2.30919 -0.27297  0.03
C -1.78821 -2.57527 0.31753  -0.63
O -1.73526 -3.58317 1.17436  -0.30
N -0.73785 -1.90587 0.07066  -0.15
Te 0.04437 -3.49347 2.09133  2.00
C -0.39333 -4.38740 3.99395  -0.31
C -1.62143 -4.72462 4.57256  -0.28
C -2.93178 -4.59603 3.86843  -0.03
C -1.60713 -5.22781 5.86809  0.02
C -0.43802 -5.35908 6.60662  -0.23
C -0.45900 -5.89929 7.98669  -0.02
C 0.76543 -4.95318 6.01937  0.02
C 0.79984 -4.45851 4.73192  -0.32
C 2.09306 -4.03565 4.10694  -0.09
C 0.90796 -5.06003 0.93503  -0.28
C 2.10685 -4.77197 0.27661  -0.30
C 2.82700 -3.47478 0.48381  -0.08
C 2.65453 -5.75193 -0.54109  0.00
C 2.04499 -6.99117 -0.71114  -0.23
C 2.62857 -8.04732 -1.58727  -0.02
C 0.85850 -7.24213 -0.02651  0.02
C 0.27235 -6.30216 0.80629  -0.26
C -0.99857 -6.60572 1.52702  -0.03
H -3.53397 -3.22316 -0.70463  0.11
H -3.05960 -1.52508 -1.02197  0.06
H -3.80883 -2.00130 0.52296  0.11
H -2.84041 -4.01997 2.95350  0.04
H -3.65857 -4.11288 4.51973  0.10
H -3.32911 -5.58121 3.62238  0.10
H -2.54758 -5.51810 6.31193  0.14
H -1.46292 -6.18282 8.28844  0.09
H -0.07593 -5.15850 8.68916  0.10
H 0.19735 -6.76689 8.06344  0.10
H 1.68304 -5.02795 6.58157  0.13
H 2.88148 -4.00625 4.85605  0.10
H 2.01547 -3.02961 3.67177  0.04
H 2.39720 -4.73915 3.32802  0.08
H 2.13066 -2.69402 0.81837  -0.01
H 3.29850 -3.14924 -0.44284  0.06
H 3.61420 -3.59331 1.23048  0.10
H 3.59310 -5.55228 -1.03386  0.13
H 3.48626 -7.68586 -2.14781  0.08
H 1.87698 -8.42023 -2.28219  0.10
H 2.94901 -8.90137 -0.98968  0.10
H 0.38417 -8.20486 -0.14232  0.14
H -1.18207 -7.67738 1.55814  0.10
H -1.84068 -6.12858 1.02354  0.09
H -0.94555 -6.23088 2.55050  0.06